# 1
Formula: C2H7N2S2
Source: OMol25
Level of theory: the ωB97M-V functional and the def2-TZVPD basis

XYZ file:
```
13
Properties=species:S:1:pos:R:3:lowdin_charge:R:1
H -0.37 -0.52 -2.57 0.14
C 1.64 0.95 0.82 -0.66
H 1.56 -0.11 0.87 0.06
N 0.82 1.41 -0.03 -0.02
H 0.71 2.48 0.04 0.13
S -2.18 -2.28 -2.17 0.94
H -1.59 -0.35 0.03 0.15
N -0.89 -0.34 -0.75 0.08
H 3.09 0.41 2.29 -0.05
S 2.62 1.73 2.04 0.83
C -1.02 -1.05 -1.81 -0.52
H -0.24 0.52 -0.57 0.03
H -2.84 -2.13 -1.04 -0.11
```

Summary:
Relative energy (zero: lowest compared OMol25 entry of this formula, charge and spin) (eV): 1.693
Total charge: +1

# 2
Formula: C33H84F3O14SV
Source: OMol25
Level of theory: the ωB97M-V functional and the def2-TZVPD basis

XYZ file:
```
136
Properties=species:S:1:pos:R:3:lowdin_charge:R:1
S 0.95 1.40 -0.83 0.60
H -1.42 4.17 -3.80 0.12
H 1.97 -5.83 1.08 0.10
C 5.42 0.88 0.54 -0.06
H -5.57 3.66 -0.15 0.10
O -0.21 -1.13 -3.90 -0.08
H 0.63 3.39 2.75 0.08
H -4.12 0.74 -5.44 0.08
H -0.41 4.34 3.80 0.09
C 0.46 -0.92 4.93 -0.07
H -3.42 0.45 5.29 0.13
H -1.10 -1.91 -1.46 0.06
C 4.02 -2.29 1.74 -0.29
O 2.31 1.69 -1.20 -0.24
F -0.20 0.25 1.25 0.15
H -2.49 2.79 -1.53 0.08
H 6.21 0.09 -2.38 0.07
H -2.99 -0.55 0.70 0.07
H 1.48 -2.07 -2.02 0.07
O -0.08 -5.45 0.93 -0.14
H -3.75 -0.69 3.21 0.12
C -0.37 4.17 -4.09 -0.41
C 5.35 -0.32 -2.91 -0.05
H 1.53 -8.35 0.72 0.08
C 4.71 -0.04 1.51 -0.28
C -3.64 4.26 -1.02 -0.42
O 1.10 5.16 -0.44 -0.18
C 0.05 2.82 -4.69 -0.01
H 0.51 -7.67 2.06 0.07
H 0.09 -0.52 -3.20 0.02
H 0.05 -0.60 3.97 0.05
H -0.31 -0.80 5.68 0.08
H -1.62 -5.03 3.72 0.06
H -0.50 2.56 3.79 0.08
H 5.70 1.80 1.06 0.08
H -4.39 0.41 1.17 0.08
H -0.62 5.20 -5.96 0.10
O 0.20 2.64 -0.58 -0.37
H -4.18 3.34 0.84 0.07
C 1.02 0.54 0.84 -0.65
H 1.36 4.45 -3.16 0.14
H -4.63 1.09 -2.85 0.11
H 3.80 1.76 -2.35 0.02
H -2.70 1.13 1.08 0.04
C -2.85 1.27 4.85 -0.24
H 6.32 0.46 0.10 0.08
H 1.13 2.80 -4.86 0.09
H 3.74 0.39 1.78 0.09
C -1.36 -2.56 -2.30 -0.05
O 4.50 1.92 -3.00 -0.08
H 0.56 -3.69 0.01 0.09
H 1.27 -0.26 5.23 0.08
O 0.44 4.39 -2.89 -0.12
H 5.39 1.02 -4.59 0.14
H -2.32 -2.22 -2.68 0.07
H 1.00 5.41 -5.30 0.10
C -3.68 0.75 -3.27 -0.26
H -1.96 -3.37 0.62 0.08
H 3.02 -1.97 2.09 0.09
O -2.66 1.25 -2.41 -0.11
H -2.43 1.06 -5.00 0.07
H -0.19 2.01 -4.01 0.07
H -4.37 3.44 -2.89 0.07
C -3.47 1.20 -4.70 -0.07
H -0.75 -2.20 1.13 0.05
H -5.17 4.88 -2.40 0.10
H -3.00 3.42 4.67 0.06
H 3.00 1.12 -5.00 0.07
H -0.34 6.27 -4.59 0.08
H 3.47 -0.53 -5.04 0.09
H -3.66 5.25 -0.57 0.14
H -1.44 -3.39 2.26 0.06
H 4.67 -2.44 2.61 0.13
H -1.87 0.69 -2.45 0.06
C 0.21 -4.60 4.89 -0.26
C -3.19 2.64 5.41 -0.06
C 1.06 -6.21 0.59 -0.28
H -2.09 -0.48 3.01 0.10
H 1.23 -6.22 -0.49 0.12
H -0.94 -6.43 4.60 0.08
H 5.72 -1.15 -3.52 0.08
C 3.77 -3.55 0.93 -0.06
C -4.53 3.33 -0.19 -0.02
H 0.57 -4.89 5.88 0.12
C 4.70 0.75 -3.79 -0.47
C 1.11 -2.80 -2.75 -0.05
H -3.55 2.29 -4.83 0.07
C -3.03 0.05 2.82 -0.28
H -3.65 -0.34 -3.27 0.11
O -0.12 -3.22 4.88 -0.18
H 1.83 -2.89 -3.56 0.08
C -3.33 0.28 1.33 -0.05
H -2.65 2.86 6.32 0.08
O 0.17 0.50 -1.66 -0.28
H 3.43 -4.38 1.55 0.06
C -1.36 3.50 2.02 -0.23
C -4.19 4.41 -2.44 -0.03
V -0.34 4.61 -0.82 1.19
H 2.64 0.03 -3.59 0.06
H 1.50 -2.50 3.89 0.10
H -0.15 -7.94 0.45 0.08
F 1.77 -0.53 0.78 0.18
H -4.54 2.30 -0.56 0.08
H 5.28 -0.14 2.44 0.12
H -4.25 2.71 5.65 0.08
O -2.33 3.66 -1.07 -0.15
C 0.74 -7.65 1.00 -0.06
H 4.64 -0.75 -2.21 0.08
H 4.79 1.14 -0.31 0.05
C -0.37 3.45 3.17 -0.04
H -1.19 5.48 1.82 0.13
C -0.24 -2.45 -3.33 -0.46
H 3.02 -3.37 0.16 0.06
O -3.14 1.30 3.44 -0.18
O -1.10 4.72 1.24 -0.14
H -0.47 -3.09 -4.19 0.14
H -2.40 3.61 2.33 0.11
H 4.70 -3.88 0.46 0.09
H -1.38 -3.57 -1.91 0.09
F 1.57 1.41 1.69 0.14
C -0.05 5.32 -5.04 -0.04
C -1.07 -3.23 1.24 -0.06
H 0.91 -3.84 1.72 0.10
H -3.54 5.04 -3.05 0.08
C 0.15 -4.07 0.95 -0.29
H -1.22 2.62 1.41 0.08
H -1.77 1.09 4.93 0.09
H 1.16 -3.75 -2.20 0.07
O 4.60 -1.31 0.91 -0.16
H 1.66 -2.55 5.68 0.12
H -0.52 2.66 -5.61 0.10
C 0.99 -2.34 4.84 -0.27
H -1.71 -5.19 5.50 0.08
C 3.36 0.32 -4.35 -0.05
C -1.09 -5.35 4.61 -0.06
H 0.96 -4.79 4.12 0.11
```

Summary:
Total charge: +1
Spin multiplicity: 2
Total energy (Eh): -4002.64202

# 3
Formula: C32H32N8O8
Source: OMol25
Level of theory: the ωB97M-V functional and the def2-TZVPD basis

XYZ file:
```
80
Properties=species:S:1:pos:R:3:lowdin_charge:R:1
O 2.90 -0.17 -2.37 0.05
C -5.89 0.67 3.26 -0.05
H -2.55 2.96 4.63 0.08
H -7.78 1.34 4.10 0.12
C -0.43 -1.42 0.90 -0.05
O 0.01 3.48 -2.43 0.05
O -1.25 -6.55 -2.95 0.09
O -0.82 3.29 -4.43 0.04
C -6.33 1.16 5.51 -0.08
C -1.74 2.75 3.93 -0.06
N 0.08 3.68 -3.65 -0.29
H 2.38 4.80 -2.34 0.11
C 1.29 4.34 -4.23 -0.10
H -1.97 -5.16 1.47 0.12
N 5.16 -0.73 3.53 0.11
H 2.32 -5.15 1.22 0.09
C 1.24 -0.76 -0.76 -0.10
C 3.52 5.54 -5.37 -0.08
C -2.06 3.14 2.55 -0.25
C 0.01 -5.97 -1.14 -0.11
H 6.57 1.72 -1.91 0.08
C 5.83 0.05 -1.00 -0.25
C 4.82 -1.54 2.80 -0.29
H -2.23 1.80 -2.87 0.06
H -6.24 0.60 2.24 0.11
N -2.33 3.37 1.43 0.13
C -1.11 -5.82 -0.30 -0.02
H -2.00 -0.05 1.32 0.09
C -3.43 0.47 -2.01 -0.30
H -4.59 0.85 6.76 0.11
C 3.50 5.41 -4.02 -0.09
C -4.10 0.30 4.80 -0.12
H 2.21 -5.60 -1.16 0.11
C -1.03 -5.25 0.94 -0.09
H 4.36 5.78 -3.48 0.11
H -1.60 0.23 -2.82 0.08
O 0.80 -6.18 -3.39 0.05
H 0.52 4.27 -6.21 0.11
H -1.42 1.71 3.90 0.06
H 4.03 -2.03 0.95 0.02
C 2.37 4.86 -3.42 0.02
C -6.75 1.08 4.26 -0.10
N -2.73 -0.17 5.20 -0.36
H 4.74 1.51 -1.99 0.06
O -1.94 -0.63 4.38 0.05
C -0.68 0.67 -0.19 -0.11
H 1.27 -2.62 0.28 0.08
H -2.11 -6.00 -0.67 0.12
C 0.70 -1.72 0.10 0.02
C 0.52 0.50 -0.80 0.00
N -4.11 0.31 -1.11 0.13
H 4.38 5.95 -5.89 0.10
C 5.73 1.05 -2.07 -0.07
C -1.10 -0.24 0.75 -0.07
H 5.79 0.69 -3.10 0.09
H -1.25 1.55 -0.45 0.09
H -7.00 1.52 6.28 0.12
O 3.11 -1.94 -1.15 0.06
H -2.99 0.65 -4.07 0.09
C 4.40 -2.57 1.82 -0.09
H 0.90 1.35 -1.35 0.10
H 3.69 -3.29 2.23 0.06
N 2.51 -0.95 -1.48 -0.32
C -4.61 0.21 3.52 -0.01
C -5.00 0.86 5.75 0.01
H -4.06 -0.24 2.71 0.11
C 1.29 -5.62 -0.61 0.04
C 1.33 -5.21 0.78 -0.07
C -2.50 0.77 -3.10 -0.06
O -2.37 0.04 6.31 0.10
C 2.48 5.11 -6.25 -0.04
C 0.19 -5.00 1.52 -0.09
H 2.39 5.15 -7.32 0.11
N 5.89 -0.72 -0.14 0.17
H 5.26 -3.18 1.53 0.08
H 0.08 -4.63 2.53 0.11
H -0.96 3.42 4.26 0.08
H -0.77 -2.09 1.68 0.10
N -0.15 -6.28 -2.58 -0.34
C 1.38 4.56 -5.62 -0.03
```

Summary:
Relative energy (zero: lowest compared OMol25 entry of this formula, charge and spin) (eV): 2.133
Total charge: 0

# 4
Formula: C23H48CrNOP3S
Source: OMol25
Level of theory: the ωB97M-V functional and the def2-TZVPD basis

XYZ file:
```
78
Properties=species:S:1:pos:R:3:lowdin_charge:R:1
H -3.60 3.99 -0.10 0.13
H -3.52 4.24 3.94 0.12
C -1.98 2.70 0.34 -0.47
C -0.98 -0.13 2.24 -0.21
C -4.53 3.34 2.30 -0.20
H 3.73 -2.38 2.12 0.05
C 1.01 3.85 -2.56 0.01
C 0.20 3.17 -3.52 -0.03
H 1.58 0.59 3.52 0.08
C 1.77 0.47 2.44 -0.23
C 2.42 -1.06 -2.80 0.01
H -1.79 -2.62 1.32 0.04
C 1.43 1.72 -1.42 -0.16
H 1.75 1.23 -0.47 0.08
H 0.60 -1.69 4.04 0.08
H -3.64 2.43 -0.92 0.13
H -0.45 -2.64 -3.18 0.05
H 2.74 -4.07 -2.17 0.08
H -0.13 3.67 -4.46 0.13
H -4.90 4.28 1.89 0.13
C 0.07 1.75 -3.48 -0.60
C -3.30 3.58 3.10 -0.19
H -1.70 0.07 -1.19 0.01
C -1.40 -3.20 0.47 -0.22
H -1.65 -3.70 -2.37 0.08
C -4.32 2.36 1.13 -0.17
C -2.07 -0.96 -1.17 -0.20
C -3.42 2.92 0.03 -0.09
H 3.70 0.58 -1.92 0.10
H -5.30 2.08 0.71 0.13
H -1.78 -0.47 1.56 0.02
H 3.74 -2.70 -2.27 0.01
C -2.16 4.25 2.31 -0.16
H 1.51 -4.32 1.50 0.04
H 1.32 4.92 -2.69 0.14
H 4.87 -3.27 1.08 0.08
H -2.91 2.66 3.54 0.11
H 1.15 -4.69 -0.18 0.04
H 2.52 -1.00 -3.88 0.14
H 2.30 3.64 -0.77 0.14
H -3.90 1.42 1.51 0.11
H 4.32 -1.00 -1.87 0.11
H -2.57 5.07 1.70 0.13
H 1.83 -2.57 3.08 0.04
H -1.23 -0.45 3.27 0.08
H 0.31 0.02 -2.23 0.05
P -0.64 -2.07 -0.79 0.82
H 2.70 -5.24 0.53 0.09
P 0.67 -0.83 1.78 0.83
H -0.44 3.35 1.44 0.14
C 0.82 -2.14 3.06 -0.22
C 1.67 3.10 -1.52 -0.02
C 4.11 -2.48 1.09 -0.20
H -2.82 -1.03 -0.37 0.07
H -0.94 0.97 2.19 0.04
H -2.52 -1.21 -2.14 0.08
H 0.11 -2.96 2.88 0.05
Cr 1.60 -0.99 -0.71 0.23
N -1.46 3.30 1.45 0.07
H -5.32 2.95 2.94 0.12
H -1.42 4.68 2.99 0.13
O -1.28 1.92 -0.30 -0.01
H 4.41 -4.01 -1.40 0.09
P 2.73 -2.86 -0.03 0.78
H 4.53 -1.50 0.81 0.06
H 2.81 0.20 2.25 0.05
C 3.37 -0.47 -1.94 -0.17
C -0.66 -3.22 -2.26 -0.22
S -0.62 0.85 -4.81 0.88
C 1.96 -4.43 0.51 -0.20
H -2.23 -3.77 0.03 0.09
C 3.46 -3.49 -1.58 -0.22
H 1.55 1.42 1.92 0.05
C 0.62 1.09 -2.38 -0.20
H -0.66 -3.91 0.85 0.03
H 0.11 -4.00 -2.16 0.04
H 0.52 0.51 -5.37 -0.12
H 1.62 -1.83 -2.48 0.05
```

Summary:
Relative energy (zero: lowest compared OMol25 entry of this formula, charge and spin) (eV): 3.075
Total charge: +3
Spin multiplicity: 4

# 5
Formula: C21H61O13
Source: OMol25
Level of theory: the ωB97M-V functional and the def2-TZVPD basis

XYZ file:
```
95
Properties=species:S:1:pos:R:3:lowdin_charge:R:1
H 5.45 2.51 3.44 0.07
H -0.12 -4.81 2.90 0.05
H -1.13 1.52 -2.96 0.11
O -2.95 -1.84 -1.00 -0.13
H 2.23 -1.14 3.24 0.08
O 0.55 3.85 -0.16 -0.10
O 0.50 1.17 0.79 -0.03
H -6.07 1.83 -0.15 0.10
H -6.31 4.30 -0.31 0.07
H -1.22 -2.63 1.88 0.10
O 3.44 -0.54 -0.40 -0.10
H 0.62 -1.06 2.57 0.06
C -5.41 2.49 0.44 -0.35
H 1.30 -2.50 5.19 0.10
H 1.19 -3.33 3.66 0.09
H 5.22 -1.96 -1.83 0.09
H -0.86 -5.60 1.47 0.07
C 3.56 1.87 2.60 -0.36
H 0.57 -2.44 0.45 0.04
H 0.94 -0.31 4.14 0.08
H 1.00 4.18 1.82 0.10
H -0.63 6.29 0.32 0.07
C 0.80 -2.46 4.21 -0.33
C 3.34 -2.38 -2.77 -0.09
C -5.32 3.86 -0.20 -0.09
H -1.90 -4.78 2.66 0.07
H -3.76 1.69 -0.21 0.04
O 5.43 -3.57 -3.15 -0.07
H -2.75 1.77 -4.62 0.07
H 3.10 2.10 -0.71 0.07
H -3.74 -1.18 1.53 0.08
C -2.67 2.61 -3.91 -0.09
H -5.28 -1.91 1.45 0.07
H 4.35 1.78 4.62 0.07
H 0.09 -3.00 -1.74 0.09
C -2.01 2.08 -2.64 -0.32
H 3.52 -1.68 -3.59 0.08
H -4.87 3.75 -1.19 0.06
O -1.40 0.20 0.16 -0.02
H -1.54 -3.60 0.49 0.10
H 2.21 1.36 -1.96 0.08
O -4.14 1.92 0.66 -0.08
H 4.53 -3.45 -1.29 0.12
C 0.23 4.44 1.09 -0.33
O -0.61 -2.53 4.33 -0.08
H -0.91 -1.02 -2.67 0.05
H -2.43 0.76 -1.29 0.04
H -4.80 -2.60 -0.93 0.11
C -0.29 -3.06 -2.77 -0.31
H 4.13 -1.12 -0.07 0.09
C -0.83 -3.49 1.32 -0.34
C -4.27 -2.00 1.05 -0.07
C -0.31 -1.63 -3.34 -0.07
H -0.85 -3.32 4.82 0.08
O -1.61 -3.58 -2.70 -0.10
H 2.81 -3.26 -3.11 0.08
C 4.66 -2.84 -2.19 -0.33
C 4.04 0.31 -1.39 -0.31
H -0.73 4.08 1.46 0.12
H 4.13 -0.27 -2.32 0.07
H -3.67 3.02 -3.79 0.06
H -4.77 -0.82 -0.73 0.10
C -0.92 -4.76 2.17 -0.08
H 5.05 0.58 -1.05 0.12
H 1.52 -0.41 -0.32 0.09
H 0.73 -1.27 -3.30 0.05
H -1.62 2.92 -2.05 0.11
O 2.20 1.96 2.91 -0.08
H 1.68 1.60 2.17 0.04
O 0.58 -0.72 -0.42 0.05
C 0.18 5.96 0.97 -0.10
C 4.40 2.41 3.73 -0.10
H 0.50 2.89 0.00 0.04
H -2.44 -1.11 -0.57 0.05
H 4.09 3.42 4.01 0.07
H 3.89 0.84 2.42 0.10
C -4.27 -1.76 -0.47 -0.28
H 1.14 6.32 0.62 0.07
H -2.02 3.36 -4.37 0.07
H -0.67 -1.61 -4.37 0.07
H 6.26 -3.78 -2.72 0.08
H -3.79 -2.95 1.28 0.06
O 0.49 -3.31 0.88 -0.08
H 3.77 2.19 -2.34 0.08
H -5.93 2.49 1.41 0.11
H 3.84 2.46 1.71 0.10
H -0.02 6.40 1.95 0.07
H -2.08 -3.05 -2.03 0.04
H -4.70 4.54 0.38 0.07
C 1.17 -1.16 3.50 -0.06
C 3.24 1.55 -1.64 -0.06
H 2.70 -1.88 -2.04 0.06
C -0.15 0.25 0.21 -0.70
O -2.94 1.29 -1.93 -0.10
H 0.35 -3.69 -3.38 0.10
```

Summary:
Relative energy (zero: lowest compared OMol25 entry of this formula, charge and spin) (eV): 0.865
Total charge: -1

# 6
Formula: C18H34F9N8O6
Source: OMol25
Level of theory: the ωB97M-V functional and the def2-TZVPD basis

XYZ file:
```
75
Properties=species:S:1:pos:R:3:lowdin_charge:R:1
H 9.03 -3.67 -3.38 0.10
H -7.18 1.04 4.89 0.09
H 4.87 -1.40 -0.53 0.12
C -0.71 -1.90 -0.05 -0.08
N -6.04 1.98 0.04 -0.21
H -8.69 0.21 4.38 0.09
H 2.98 6.60 -3.60 0.09
O 6.37 -1.14 1.03 -0.12
O 5.69 -3.62 -1.41 -0.04
H -6.55 3.75 -0.98 0.09
C 2.51 5.62 -3.71 -0.07
C 3.08 -2.93 0.50 -0.13
H -4.78 0.91 1.30 0.10
H -7.88 2.81 0.52 0.13
H 3.20 4.85 -3.35 0.08
C 0.29 0.67 -0.30 -0.12
F -1.87 -2.70 -0.59 0.05
N -7.41 -0.91 5.57 -0.21
N 1.28 5.54 -2.96 -0.21
H 1.46 7.49 -2.26 0.13
H -8.66 -1.52 7.11 0.09
C -5.74 3.02 -0.92 -0.06
C 0.52 4.31 -2.99 -0.06
C -7.97 -0.70 6.88 -0.05
F -0.53 -0.59 -2.33 0.07
H 4.39 -4.43 -0.30 0.09
C -7.61 0.09 4.55 -0.07
F -2.12 0.08 -0.69 0.04
N 6.40 -0.80 2.35 0.00
H 4.97 -3.18 1.40 0.14
N 4.24 -2.41 1.38 0.08
H -0.48 4.52 -3.38 0.10
H 7.64 -2.17 -4.89 0.10
H -4.82 3.53 -0.61 0.09
H 6.68 -0.98 -3.97 0.09
H 4.39 -0.27 1.02 0.15
C -6.69 -2.07 5.32 -0.33
C 0.63 -2.83 -0.31 -0.15
C 6.01 -2.77 -2.23 -0.31
O -7.54 1.11 1.58 0.00
C 8.15 -3.81 -2.74 -0.03
O -6.48 -2.96 6.14 0.00
H -7.13 -0.20 3.61 0.06
N 3.39 -4.12 -0.37 0.18
F 0.93 -3.08 -1.76 0.05
H -6.31 -2.13 4.29 0.13
F 0.28 -4.20 0.24 0.03
F 0.05 0.97 1.16 0.05
H -4.20 1.06 -0.39 0.06
H -7.16 -0.70 7.62 0.09
H 7.68 -4.77 -2.97 0.10
H 1.66 -1.53 1.14 0.19
H -5.55 -0.04 0.01 0.10
O 7.12 -1.67 2.85 0.06
H 5.35 -1.92 -2.47 0.13
F -1.00 -1.76 1.42 0.05
H 2.72 -4.91 -0.26 0.13
C -5.08 0.92 0.25 -0.05
C -0.73 -0.48 -0.87 -0.09
H -8.50 0.25 6.92 0.09
N 7.19 -2.75 -2.95 -0.19
F 1.73 0.44 -0.61 0.04
C 0.81 6.60 -2.22 -0.32
F -0.08 1.94 -1.01 0.04
N 1.82 -2.36 0.49 0.19
C 4.93 -1.26 0.64 -0.16
H 0.42 3.93 -1.97 0.07
O -0.22 6.60 -1.56 0.01
H 8.45 -3.82 -1.69 0.10
H -5.60 2.56 -1.90 0.09
C -7.22 1.96 0.76 -0.31
H 1.01 3.56 -3.61 0.09
H 2.29 5.44 -4.77 0.09
C 7.49 -1.71 -3.91 -0.05
H 8.41 -1.20 -3.60 0.10
```

Summary:
Total charge: +1
Total energy (Eh): -2493.94434

Max |F| per entry: 3.82, 4.57, 3.61, 2.90, 2.11, 6.11 eV/Å